Formula: C40H44IN2O6P2Rb
Source: the OMol25 dataset
Level of theory: ωB97M-V/def2-TZVPD

Structure (ORCA input):
```
! RIJCOSX wB97M-V def2-TZVPD def2/J DEFGRID3
* xyz -2 1
Rb 0.36812 -1.06488 0.35235
C -4.76448 1.89056 -0.53729
C -3.59428 2.61411 -1.19738
C -3.10161 1.80792 -2.40460
C -2.45522 2.88776 -0.23525
C -1.65178 4.01416 -0.39764
C -0.52988 4.22696 0.40220
C -0.18262 3.31824 1.39709
C 1.03308 3.51052 2.27096
C -1.01073 2.21043 1.57536
C -2.12219 1.99536 0.77673
H -5.60858 1.83099 -1.22941
H -5.09470 2.40077 0.37129
H -4.49078 0.86445 -0.28169
H -3.93858 3.59081 -1.55636
H -2.72864 0.83223 -2.07650
H -2.29769 2.33437 -2.92857
H -3.91873 1.63526 -3.11169
H -1.89448 4.72309 -1.18509
H 0.09499 5.10058 0.23696
H 0.76945 4.02679 3.19971
H 1.78666 4.11617 1.76054
H 1.47168 2.55027 2.54742
H -0.73366 1.47649 2.32458
H -2.69417 1.08596 0.90256
C 3.87726 -0.03627 -0.85476
P 2.43811 0.97514 -1.43225
C 3.09707 2.62464 -0.94410
C 2.67989 1.00270 -3.27417
C 3.27842 2.06221 -3.94908
C 3.35931 2.06638 -5.34022
C 2.82817 1.00968 -6.06276
C 2.21714 -0.05034 -5.39458
C 2.13219 -0.07943 -4.00737
P 1.37654 -1.41486 -2.92306
C 1.51849 -2.86627 -4.02697
C -0.37857 -0.91797 -3.20858
H 4.79881 0.29623 -1.33843
H 3.71211 -1.10069 -1.05209
H 3.97593 0.09729 0.22494
H 4.14513 2.77070 -1.22129
H 3.00939 2.69065 0.14095
H 2.49363 3.42669 -1.37327
H 3.68733 2.89673 -3.39275
H 3.83736 2.89359 -5.85215
H 2.88279 1.00819 -7.14557
H 1.79713 -0.86519 -5.97441
H 1.11201 -2.66985 -5.02390
H 0.96038 -3.67573 -3.56037
H 2.56415 -3.16964 -4.10445
H -0.61733 -0.90549 -4.27552
H -0.51355 0.09322 -2.81506
H -1.07790 -1.57109 -2.68355
O 2.86708 -3.53104 -1.12146
N 2.17942 -4.34223 -0.47802
N 0.88991 -4.10955 -0.51152
O 0.30180 -3.12807 -1.17773
C 0.04631 -5.04137 0.19252
C -1.31717 -4.93199 -0.02099
C -2.18752 -5.78012 0.65860
C -1.70474 -6.72968 1.54439
C -0.32888 -6.82210 1.75045
C 0.55022 -5.98414 1.08382
H -1.67489 -4.16529 -0.69284
H -3.25288 -5.66962 0.50062
H -2.38751 -7.37181 2.08761
H 0.06860 -7.53989 2.45973
H 1.61469 -6.03299 1.25943
O 0.74944 -1.98691 2.74208
C 0.93256 -0.87806 3.29811
O 1.31594 0.19479 2.75751
C 0.63443 -0.82982 4.78258
C -0.04613 0.25020 5.33323
C -0.35685 0.27737 6.68840
C 0.03910 -0.76786 7.51544
C 0.73328 -1.84497 6.97182
C 1.01419 -1.88044 5.61180
H -0.32437 1.07551 4.68804
H -0.90605 1.11678 7.09905
H -0.19722 -0.74843 8.57261
H 1.04130 -2.66786 7.60676
H 1.51390 -2.73229 5.16668
I -3.94220 -5.44462 4.82598
C -3.83317 -4.15726 3.18962
C -4.77315 -4.27791 2.17283
C -4.66713 -3.45088 1.06147
C -3.64853 -2.50797 0.96197
C -2.74705 -2.39101 2.01284
C -2.81643 -3.21529 3.13126
C -3.51251 -1.64180 -0.29016
O -4.33691 -1.84424 -1.19922
O -2.55942 -0.81688 -0.26981
H -5.56200 -5.01554 2.24225
H -5.36277 -3.52419 0.23468
H -1.97318 -1.63973 1.95580
H -2.07643 -3.12804 3.91598
*
```

The value obtained for the gap between HOMO and LUMO is 5.8 eV. For the largest force on an atom, the calculation gives 1.13 eV/A. The energy relative to the best compared isomer or geometry (same formula, charge and spin) comes out at 0.6191 eV. The HOMO energy is -2.292 eV.

List of Löwdin charges in e, atom by atom: 0.86 -0.07 -0.38 -0.06 -0.20 -0.05 -0.06 -0.27 -0.06 -0.03 -0.02 0.08 0.08 0.06 0.12 0.06 0.07 0.08 0.10 0.10 0.07 0.06 0.06 0.09 0.09 -0.28 0.84 -0.32 -0.38 -0.11 -0.11 -0.11 -0.10 -0.36 0.87 -0.28 -0.26 0.04 0.01 0.04 0.03 0.02 0.03 0.08 0.09 0.09 0.09 0.02 0.03 0.04 0.04 0.03 0.04 -0.17 -0.07 -0.26 -0.41 -0.17 0.00 -0.09 -0.12 -0.10 -0.03 0.11 0.09 0.08 0.09 0.10 -0.18 -0.72 -0.12 -0.13 -0.03 -0.10 -0.12 -0.10 -0.03 0.11 0.09 0.09 0.09 0.11 0.79 -0.75 -0.18 -0.04 -0.13 -0.01 -0.13 -0.67 -0.03 -0.13 0.08 0.11 0.08 0.10

Formula: C5H7NO
Source: the OMol25 dataset
Level of theory: ωB97M-V/def2-TZVPD

Structure (ORCA input):
```
! RIJCOSX wB97M-V def2-TZVPD def2/J DEFGRID3
* xyz 0 1
C 2.05688 -0.44708 0.04206
C 0.59480 -0.10649 0.04282
C -0.04418 0.36401 -1.08667
O 0.14648 0.68293 -2.23681
N -1.63277 0.44947 -0.56825
C -1.59410 0.11513 0.84887
C -0.31783 -0.21511 1.14193
H 2.34185 -0.93298 0.98125
H 2.69804 0.43392 -0.08213
H 2.30342 -1.14032 -0.77090
H -2.12508 -0.24509 -1.13364
H -2.01333 1.36636 -0.80282
H -2.49507 0.12308 1.44496
H -0.00876 -0.54059 2.13166
*
```

Its SMILES is CC1=C([O-])[NH2+]C=C1. The value obtained for the gap between HOMO and LUMO is 7.8 eV. For the largest force on an atom, the calculation gives 0.33 eV/A. The energy relative to the best compared isomer or geometry (same formula, charge and spin) comes out at 1.6772 eV. The HOMO energy is -7.125 eV.

List of natural (NBO) charges in e, atom by atom: -0.61 -0.34 0.63 -0.62 -0.63 -0.22 -0.13 0.21 0.21 0.22 0.42 0.42 0.21 0.22

Among the records above, which one has the highest energy relative to the best compared isomer or geometry (same formula, charge and spin)? C5H7NO